(1)
Entry from OMol25: C38H27BF4N8NaO3Se as an isolated structure in a non-equilibrium geometry (ωB97M-V/def2-TZVPD).

Atoms and positions in Å:
Se: 0.807 -1.993 -2.194
Na: -0.105 0.177 -0.266
F: -3.395 0.152 -2.817
F: -2.095 1.951 -3.520
F: -1.355 0.595 -1.826
F: -1.429 -0.213 -3.994
O: 0.471 2.204 -0.681
O: 3.732 0.999 0.089
O: 1.922 0.005 -0.816
N: -0.323 -2.022 -0.855
N: 1.519 -1.359 1.685
N: -0.444 0.480 2.249
N: 1.348 -3.812 2.989
N: -2.352 1.843 0.653
N: 1.025 -3.730 -2.274
N: -0.453 2.585 9.029
N: -1.795 4.572 0.412
C: 4.055 3.956 -3.396
C: -1.353 -5.097 0.820
C: -0.972 2.112 3.918
C: -1.570 2.485 1.518
C: 0.077 -0.280 3.215
C: 2.423 2.802 -2.040
C: 0.078 0.083 4.550
C: 3.552 3.607 -2.151
C: 0.527 1.330 7.232
C: 1.904 2.374 -0.668
C: 2.323 2.678 -4.454
C: 0.280 -4.250 -1.286
C: 0.765 -1.523 2.762
C: -2.555 3.923 -0.468
C: 1.790 5.668 1.235
C: -0.478 -3.308 -0.517
C: -1.430 2.605 6.836
C: -0.452 1.311 4.921
C: 0.209 -5.638 -0.966
C: 2.440 3.015 1.740
C: -1.312 -3.765 0.547
C: 2.436 3.947 2.776
C: -1.295 3.840 1.403
C: -0.966 1.658 2.607
C: 0.484 1.765 8.546
C: 2.116 5.275 2.529
C: 2.117 3.402 0.441
C: 2.109 -3.637 1.909
C: 2.188 -2.416 1.247
C: 3.436 3.502 -4.554
C: -0.452 1.752 6.343
C: 1.828 2.321 -3.206
C: 0.665 -2.747 3.407
C: -1.389 2.988 8.166
C: -0.587 -6.038 0.061
C: 2.605 0.988 -0.410
C: -2.837 2.569 -0.351
C: 1.784 4.735 0.207
B: -2.096 0.605 -3.082
H: 2.693 3.629 3.780
H: 0.506 -0.590 5.281
H: 4.047 3.951 -1.251
H: 0.008 -2.881 4.260
H: 0.784 -6.348 -1.549
H: 0.983 1.639 -3.170
H: 3.821 3.784 -5.526
H: -0.625 4.335 2.102
H: -1.892 -3.045 1.114
H: 2.115 5.998 3.337
H: -3.448 2.055 -1.084
H: -2.238 2.952 6.204
H: 1.835 2.301 -5.344
H: -1.975 -5.458 1.631
H: 1.495 5.041 -0.792
H: 2.786 -2.274 0.351
H: 1.247 1.441 9.246
H: 2.707 1.984 1.933
H: 4.935 4.585 -3.460
H: -2.947 4.492 -1.303
H: -1.373 3.095 4.134
H: 1.338 0.689 6.908
H: -0.651 -7.091 0.309
H: 0.152 2.147 -1.593
H: -2.151 3.652 8.559
H: 1.519 6.698 1.029
H: 2.673 -4.494 1.558

Properties
Energy above the lowest of the compared OMol25 structures with the same formula, charge and spin ... 40.0 kJ/mol
Spin multiplicity ... 1
Charge ... -1
E ... -139228.0747 eV


(2)
Entry from OMol25: one molecule with the formula C3H8N2OS in a non-equilibrium geometry (ωB97M-V/def2-TZVPD).

Atoms and positions in Å:
S: -0.895 -0.109 -2.698
O: 0.655 1.167 2.152
N: 1.748 -0.489 1.139
N: -1.622 0.369 0.443
C: -0.201 0.584 -0.081
C: 0.673 0.451 1.138
C: 0.094 -0.531 -1.200
H: -2.073 -0.418 -2.157
H: 1.948 -1.025 0.319
H: -0.129 -1.522 -0.891
H: 1.115 -0.382 -1.527
H: -1.391 -0.126 1.310
H: -2.102 1.199 0.518
H: 2.128 -0.731 2.092
H: 0.052 1.564 -0.559

Properties
Energy above the lowest of the compared OMol25 structures with the same formula, charge and spin ... 121.2 kJ/mol
SMILES ... NC(=O)[C@H](N)CS
Spin multiplicity ... 1
Charge ... 0
E ... -19103.2456 eV


(3)
Entry from OMol25: C3H5NO2 as an isolated structure in a non-equilibrium geometry (ωB97M-V/def2-TZVPD).

Atoms and positions in Å:
O: -0.779 -1.778 -1.399
O: 0.102 1.669 0.202
N: 0.415 -1.294 -0.888
C: -0.843 0.646 0.341
C: 1.109 0.734 0.508
C: 0.221 -0.307 -0.123
H: -0.638 0.406 1.709
H: -0.491 -2.463 -2.016
H: 0.621 0.475 1.856
H: -1.841 0.847 -0.066
H: 2.096 1.032 0.094

Properties
Energy above the lowest of the compared OMol25 structures with the same formula, charge and spin ... 661.4 kJ/mol
Spin multiplicity ... 1
Charge ... 0
E ... -8770.8393 eV


(4)
Entry from OMol25: a 2-piece molecular cluster, C16H25F3N5O overall in a non-equilibrium geometry (ωB97M-V/def2-TZVPD).

Atoms and positions in Å:
F: 1.763 4.611 -1.316
F: 3.004 5.733 -3.019
F: 2.615 3.367 -3.206
O: -2.714 -0.949 1.731
N: -2.723 -1.102 4.989
N: 2.866 -0.144 -1.008
N: 2.782 0.320 1.527
N: 3.227 2.239 -0.151
N: -1.398 -2.660 -0.558
C: 2.961 0.758 0.059
C: 4.350 4.122 -1.432
C: -5.331 -0.179 1.198
C: 4.421 2.497 -1.042
C: -6.557 0.077 0.126
C: 0.057 -2.814 -1.044
C: -0.145 -1.477 4.590
C: -3.536 -1.096 -0.813
C: -2.107 -1.637 -1.421
C: 2.930 4.460 -2.218
C: 2.552 -1.639 -0.803
C: -1.585 -1.267 4.813
C: -4.763 -0.873 -1.925
C: 0.985 -1.698 -0.278
C: -3.829 -0.747 0.772
C: -6.240 -0.302 -1.470
H: 0.118 -2.623 -2.210
H: 0.420 -0.544 4.691
H: 4.296 4.708 -0.396
H: 5.451 2.323 -0.500
H: -1.389 -0.684 -1.461
H: 3.325 -2.083 -0.010
H: 5.283 4.467 -2.050
H: -4.603 -1.092 -3.084
H: 4.404 1.932 -2.068
H: 1.734 0.275 1.631
H: -3.045 -0.715 2.665
H: 3.015 0.212 -1.995
H: 0.443 -3.886 -0.750
H: -2.208 -2.003 -2.542
H: 0.276 -2.189 5.308
H: -7.095 -0.132 -2.283
H: 3.234 -0.606 1.697
H: 2.724 -2.210 -1.829
H: -7.617 0.505 0.471
H: -1.896 -3.599 -0.612
H: 1.011 -1.899 0.896
H: 0.515 -0.608 -0.386
H: -5.514 0.066 2.350
H: 3.475 2.655 0.777
H: 0.057 -1.871 3.589

Properties
Spin multiplicity ... 1
Charge ... +1
E ... -34628.0075 eV


Across the entries above, gap between HOMO and LUMO takes the values 7.3, 10.0, 10.7, 5.4 eV, respectively.